16
Properties=species:S:1:pos:R:3:nbo_charge:R:1 method="wB97M-V/def2-TZVPD" mol_weight_g_mol=95.1 energy_ev=-7853.23999 e_above_lowest_ev=4.920 charge=0
C -0.761 1.433 1.829 -0.64
C -0.397 0.417 0.805 0.15
C 0.753 -0.286 0.629 -0.29
C 0.564 -1.102 -0.536 -0.16
C 1.615 -1.301 -1.465 -0.36
C -0.794 -1.018 -0.916 -0.03
N -1.314 -0.015 -0.168 -0.51
H -1.498 1.041 2.544 0.22
H 0.138 1.721 2.386 0.23
H -1.175 2.334 1.360 0.22
H 1.705 -0.108 1.127 0.22
H 0.595 0.932 -1.861 -0.05
H 1.472 -1.975 -2.305 0.18
H 2.660 -0.998 -1.391 0.20
H -1.284 -1.365 -1.827 0.21
H -2.280 0.290 -0.212 0.41